Entry 1:
80
Properties=species:S:1:pos:R:3 method="wB97M-V/def2-TZVPD" homo_lumo_gap_ha=0.101 e_above_lowest_kcal_mol=2.43 e_lumo_ev=-2.1 energy_ev=-47075.5885 largest_force_ev_per_a=2.4
O 1.633 0.867 -3.713
O 1.712 3.368 -3.351
O -0.190 4.526 -3.520
O -0.017 -0.107 -2.529
N 4.188 -0.047 4.550
N -4.957 -3.329 2.259
C 0.923 -0.535 1.949
C 3.254 0.158 2.327
C 1.812 -0.399 4.228
C -3.929 3.211 -3.466
C -2.605 -3.041 2.776
C -3.784 0.874 -4.082
C 5.459 0.498 4.135
C -4.547 2.034 -3.904
C -3.512 -2.295 0.624
C 2.377 -0.369 -3.554
C -1.384 -2.493 2.448
C 4.065 -0.198 5.982
C 3.774 4.279 -4.000
C -2.558 3.237 -3.238
C -6.053 -3.476 1.333
C -2.314 -1.658 0.355
C 2.190 -0.079 1.476
C 0.750 -0.584 3.372
C -1.741 2.084 -3.434
C 2.359 4.633 -3.638
C -0.079 -0.889 1.013
C 0.366 3.433 -3.391
C 4.572 0.634 1.803
C 0.416 0.875 -3.140
C 5.753 0.223 2.673
C 3.103 -0.084 3.728
C -4.639 -2.310 -0.356
C -3.713 -2.910 1.898
C -5.350 -3.552 3.632
C -2.413 0.886 -3.831
C -1.231 -1.666 1.286
C 3.801 -0.057 -3.930
C -0.326 2.137 -3.300
C -5.595 -3.474 -0.113
H 4.281 3.763 -3.178
H 5.960 -0.845 2.542
H 5.055 -0.463 6.373
H 4.353 5.170 -4.249
H -5.641 -4.604 3.772
H 3.787 3.622 -4.877
H 4.424 -0.951 -3.844
H 6.657 0.767 2.390
H -6.775 -2.659 1.508
H 0.052 -0.544 -0.016
H -5.617 2.021 -4.102
H -5.091 -4.422 -0.329
H -2.069 4.156 -2.937
H -0.530 -2.678 3.095
H 3.740 0.732 6.477
H 4.221 0.702 -3.259
H 3.364 -0.997 6.242
H 2.307 5.264 -2.741
H -4.251 -0.052 -4.418
H -2.720 -3.589 3.711
H 2.308 -0.702 -2.510
H 6.222 0.055 4.785
H -1.823 -0.020 -3.946
H -4.549 -3.309 4.334
H -2.175 -1.109 -0.582
H 1.667 -0.517 5.302
H 2.314 0.049 0.396
H -6.227 -2.932 3.877
H -4.503 4.125 -3.308
H -5.204 -1.369 -0.285
H -6.471 -3.413 -0.763
H 1.937 -1.127 -4.217
H 4.719 0.257 0.786
H 3.880 0.309 -4.959
H -6.582 -4.408 1.583
H -0.236 -0.784 3.787
H 4.565 1.732 1.729
H 5.476 1.589 4.320
H -4.244 -2.357 -1.376
H 1.852 5.136 -4.470

***

Entry 2:
79
Properties=species:S:1:pos:R:3 method="wB97M-V/def2-TZVPD" total_charge=-2 spin_multiplicity=3 homo_lumo_gap_ha="0.097 / 0.111" e_above_lowest_kcal_mol=7.59 e_lumo_ev="3.9 / 3.9" energy_ev=-64978.3188 largest_force_ev_per_a=3.2
Ti -0.519 -0.216 -0.360
N -2.161 -0.361 0.869
N -0.280 -0.858 -3.541
N 0.477 -3.605 4.147
N -0.861 -2.097 -1.798
C 0.424 1.689 -0.599
C -0.970 3.652 -6.886
C -0.275 1.992 0.651
C -0.469 -4.471 4.466
C 1.687 -2.346 2.558
C 2.609 0.211 1.948
C -1.664 0.952 -4.338
C -1.445 -4.418 2.245
C -0.736 -0.825 -2.229
C 0.030 1.362 3.145
C -2.142 -0.916 2.109
C -1.779 2.086 -5.135
C -5.793 -0.663 3.058
C 1.568 0.690 1.190
C -1.306 3.051 0.827
C -0.775 2.458 -6.021
C -2.816 0.539 -3.477
C -3.271 0.284 0.414
C -0.549 -2.940 -2.882
C 0.368 1.319 1.706
C 0.604 -3.192 2.849
C -4.452 0.204 1.121
C 0.289 2.470 -1.859
C -0.370 -3.621 1.847
C 0.368 1.670 -6.129
C -0.033 -2.189 -3.899
C 1.472 0.736 -0.281
C -4.500 -0.493 2.328
C 0.566 0.551 -5.320
C -0.456 0.225 -4.410
C 2.579 0.277 -1.161
C -3.313 -1.034 2.840
C -1.462 -4.908 3.559
C 1.858 -0.211 -5.386
H 2.324 -1.990 3.337
H 0.620 2.139 3.661
H -6.595 -0.146 2.520
H 2.362 -0.295 -4.407
H -0.764 -4.005 -2.863
H -0.004 4.030 -7.208
H 2.539 0.328 -6.063
H 3.406 -0.342 1.474
H -5.336 0.711 0.726
H -3.173 0.841 -0.524
H -0.748 2.623 -2.170
H -0.861 3.949 1.275
H 0.777 1.979 -2.702
H 0.449 -2.478 -4.828
H 2.924 -0.718 -0.844
H 1.732 -1.224 -5.802
H -3.209 -0.464 -3.715
H -5.751 -0.267 4.080
H -1.508 4.431 -6.349
H 1.911 -2.193 1.497
H -3.279 -1.532 3.806
H -1.766 3.357 -0.116
H -2.696 2.663 -5.060
H 3.435 0.966 -1.069
H 1.133 1.948 -6.847
H -6.060 -1.725 3.130
H 2.603 0.356 3.007
H -3.620 1.272 -3.637
H 2.286 0.233 -2.220
H -1.171 -1.283 2.462
H -2.584 0.561 -2.398
H -2.112 2.741 1.499
H -0.485 -4.808 5.509
H -0.281 -3.268 0.811
H -2.244 -5.551 3.958
H 0.288 0.396 3.603
H -1.038 1.580 3.297
H -1.549 3.411 -7.780
H -2.257 -4.681 1.551
H 0.746 3.465 -1.745

***

Entry 3:
87
Properties=species:S:1:pos:R:3 method="wB97M-V/def2-TZVPD" total_charge=+1 spin_multiplicity=6 homo_lumo_gap_ha="0.275 / 0.208" e_above_lowest_kcal_mol=0.00 e_lumo_ev="-2.0 / -4.1" energy_ev=-102657.9313 largest_force_ev_per_a=0.6
Ru -0.090 -0.235 0.039
S -4.113 -1.211 -0.750
S 0.514 -2.676 1.131
S -1.194 -1.572 -1.667
S -6.429 -2.446 0.673
P 2.333 0.296 -0.328
O 0.350 0.080 2.412
O -0.818 -2.529 1.810
N -2.783 -3.361 -0.478
N 0.528 2.198 -0.935
N 2.512 1.909 0.164
N -4.037 -3.573 0.045
N -0.730 0.313 4.359
C 4.030 -0.208 1.817
C 5.607 -2.017 1.900
C 4.091 0.648 -2.440
C 1.780 -4.552 -0.490
C 2.251 -0.044 -4.400
C 1.324 -3.574 3.633
C 3.545 0.308 -4.752
C -5.597 -6.808 0.938
C -1.765 0.914 0.952
C -4.624 -7.348 1.766
C 2.791 0.290 -2.076
C -0.724 0.204 3.032
C 1.779 -2.794 2.401
C 0.509 4.914 -0.462
C -0.486 4.334 -1.252
C -2.680 -2.158 -0.913
C -3.463 -6.632 2.027
C 5.248 -2.387 0.611
C 1.874 -0.049 -3.064
C 1.496 2.771 -0.223
C -0.438 2.976 -1.451
C 1.516 4.137 0.061
C -2.026 0.245 2.287
C 4.290 -1.663 -0.083
C -4.920 -2.537 0.048
C 3.679 -0.562 0.514
C -4.257 -4.860 0.635
C -5.418 -5.557 0.364
C 2.095 -3.116 4.866
C 0.585 -4.313 0.421
C 4.998 -0.924 2.503
C 1.757 -3.724 -1.767
C -3.275 -5.380 1.465
C 4.466 0.661 -3.771
H 4.028 -1.954 -1.093
H 0.840 -3.891 -2.333
H 3.840 0.313 -5.793
H -1.197 2.465 -2.029
H -6.171 -5.131 -0.285
H -0.370 -4.396 -0.105
H -1.276 4.922 -1.693
H -2.805 0.742 2.876
H 5.473 0.945 -4.046
H -1.454 1.950 1.074
H 2.658 -3.229 1.919
H 2.601 -3.985 -2.405
H 0.252 -3.424 3.780
H 3.170 -3.270 4.751
H 5.723 -3.236 0.138
H 1.778 -3.659 5.755
H 3.204 2.213 0.832
H 4.813 0.921 -1.680
H 1.807 -2.651 -1.564
H -2.388 -4.796 1.667
H -1.593 0.419 4.865
H 1.478 -4.644 3.480
H -4.772 -8.323 2.211
H 0.847 -0.305 -2.819
H -2.597 0.831 0.255
H 6.365 -2.576 2.432
H 2.008 -1.761 2.659
H 1.532 -0.311 -5.162
H 1.772 -5.615 -0.739
H 2.710 -4.384 0.060
H -2.335 -0.795 2.156
H 0.136 0.264 4.868
H -2.703 -7.046 2.677
H 5.270 -0.637 3.510
H 0.498 5.978 -0.267
H 3.528 0.611 2.321
H -6.502 -7.362 0.731
H 1.935 -2.051 5.045
H 0.574 -4.984 1.283
H 2.313 4.563 0.655

***

Entry 4:
88
Properties=species:S:1:pos:R:3 method="wB97M-V/def2-TZVPD" total_charge=+3 homo_lumo_gap_ha=0.308 e_above_lowest_kcal_mol=0.00 e_lumo_ev=-7.5 energy_ev=-158143.2029 largest_force_ev_per_a=0.5
Hf 0.805 -0.274 -0.192
Se 3.444 0.607 0.332
Cl 0.800 2.513 0.335
S 2.184 0.131 -3.316
S 2.063 -2.417 -0.754
P -1.603 0.872 -0.986
O 0.411 -0.317 1.846
O -0.658 -1.749 -0.364
O 1.305 0.471 -2.074
N 4.846 0.604 2.818
N 0.010 0.197 3.982
N -0.496 -3.060 -0.619
N 4.832 -1.372 1.944
C 0.746 -3.531 -0.846
C -1.884 0.540 -2.751
C 4.659 2.042 2.997
C -3.373 0.993 1.132
C -0.228 -5.706 -1.170
C -1.808 -0.784 -3.201
C -1.768 5.445 -0.490
C -3.092 0.349 -0.072
C 1.093 1.183 3.951
C -4.490 0.636 1.873
C -2.288 -0.068 -5.446
C -1.605 -3.834 -0.652
C -2.015 -1.085 -4.539
C 5.606 -0.207 3.636
C 0.881 -4.891 -1.128
C -2.133 1.555 -3.672
C -5.325 -0.380 1.429
C -2.337 1.248 -5.011
C 5.594 -1.442 3.093
C 4.607 -2.477 1.020
C -1.400 -1.484 2.925
C -0.616 3.377 -0.253
C -5.051 -1.024 0.231
C 3.423 1.404 -3.322
C -2.859 4.767 -1.021
C 4.386 -0.118 1.785
C -0.770 0.058 5.220
C -3.942 -0.659 -0.523
C -2.813 3.391 -1.172
C -0.294 -0.482 2.905
C -1.496 -5.167 -0.925
C -1.674 2.671 -0.804
C 1.179 0.685 -4.668
C -0.636 4.750 -0.092
H -2.531 -3.316 -0.446
H 3.599 2.280 3.074
H 4.005 1.280 -4.236
H 1.772 0.581 -5.577
H -5.721 -1.789 -0.137
H -1.720 0.585 5.139
H -3.747 5.310 -1.313
H 0.211 5.265 0.341
H 0.731 2.137 3.566
H -2.384 -5.781 -0.947
H -2.463 -0.303 -6.487
H 3.632 -2.929 1.193
H -0.954 -0.989 5.446
H 5.083 2.581 2.153
H -1.799 6.520 -0.373
H -2.544 2.044 -5.715
H -1.590 -1.580 -2.504
H 6.093 0.164 4.520
H 5.168 2.340 3.909
H -1.587 -1.829 1.913
H 2.942 2.380 -3.291
H -1.122 -2.330 3.558
H -4.721 1.167 2.788
H -1.971 -2.113 -4.874
H -2.746 1.811 1.474
H 0.888 1.721 -4.501
H 1.897 0.824 3.312
H 4.655 -2.103 0.002
H -2.313 -1.052 3.328
H -3.670 2.864 -1.573
H -3.773 -1.132 -1.480
H -6.203 -0.650 2.000
H -2.170 2.589 -3.357
H 1.873 -5.278 -1.315
H 1.463 1.325 4.962
H 6.062 -2.355 3.415
H 5.388 -3.217 1.172
H 4.066 1.246 -2.457
H -0.118 -6.758 -1.392
H -0.201 0.491 6.037
H 0.304 0.035 -4.719

***

Entry 5:
83
Properties=species:S:1:pos:R:3 method="wB97M-V/def2-TZVPD" total_charge=+2 spin_multiplicity=4 homo_lumo_gap_ha="0.211 / 0.135" e_above_lowest_kcal_mol=0.46 e_lumo_ev="-7.2 / -9.6" energy_ev=-75089.7120 largest_force_ev_per_a=4.2
Re -0.123 0.724 1.009
Cl -1.397 3.263 3.973
P 1.553 -0.490 0.116
P -1.409 -0.867 0.019
N -2.427 0.462 -0.741
N -2.739 -1.904 0.676
N 2.936 0.576 -0.463
N 2.637 -1.614 1.010
C 2.858 -2.957 0.699
C -0.499 -0.488 6.324
C -0.601 2.243 -4.650
C -0.791 -0.587 4.957
C 0.950 -1.541 -1.250
C 3.595 -1.242 1.958
C 4.002 0.221 -1.277
C -3.056 2.630 -0.831
C -1.609 0.082 -3.752
C 1.106 1.530 -2.940
C 4.233 2.418 -0.753
C -0.810 1.920 6.217
C -1.114 0.558 4.199
C -4.640 -3.060 1.114
C -3.636 -3.477 2.044
C -4.071 -2.095 0.298
C 3.063 1.943 -0.168
C 1.373 0.339 -3.526
C -2.086 1.751 -0.357
C -2.480 -2.771 1.749
C 0.733 -0.317 -4.723
C 1.312 1.144 2.446
C 4.409 -2.336 2.229
C 3.952 -3.423 1.416
C 0.552 2.670 -3.723
C -1.383 0.413 2.682
C -0.485 0.760 6.953
C -0.542 -1.930 -1.179
C -1.098 1.809 4.848
C -4.001 1.862 -1.544
C -3.604 0.527 -1.468
C 4.823 1.331 -1.461
C -0.709 -0.829 -4.522
C -1.594 1.417 -3.885
H 4.098 -0.792 -1.632
H -2.466 -0.408 -3.278
H -1.113 3.149 -4.993
H -1.138 2.070 0.149
H -1.022 -1.822 -2.160
H 1.351 -1.198 -4.957
H 2.320 2.462 0.430
H -0.816 2.895 6.692
H -3.048 3.704 -0.684
H -0.215 1.753 -5.546
H 4.601 3.434 -0.657
H 1.380 3.090 -4.329
H 4.373 -4.417 1.341
H 5.734 1.364 -2.039
H -0.651 -2.969 -0.840
H -1.175 -0.972 -5.508
H -4.857 2.226 -2.095
H 5.242 -2.355 2.916
H 2.322 1.422 2.141
H 2.230 -3.476 -0.011
H 3.618 -0.243 2.356
H -4.509 -1.537 -0.512
H -3.756 -4.205 2.838
H -5.652 -3.437 1.048
H -0.269 -1.402 6.896
H -0.212 0.847 8.006
H 1.557 1.774 -1.979
H -2.178 1.116 2.389
H -4.042 -0.353 -1.930
H -0.672 -1.827 -4.079
H 0.796 0.294 -5.634
H -2.437 1.998 -3.519
H 1.326 0.245 3.088
H 0.208 3.482 -3.068
H -1.696 -0.642 2.564
H 1.590 -2.422 -1.365
H 2.340 -0.125 -3.255
H -0.770 -1.564 4.462
H 1.079 -0.958 -2.163
H 0.839 1.960 3.009
H -1.491 -2.825 2.186